Entry from the Open Molecules 2025 dataset: a structure of composition C48H55GeNNiOS3Si4 (ωB97M-V/def2-TZVPD).

As for the spin multiplicity: 2. As for the orbital gap (alpha / beta): 0.2442 / 0.2734 Ha. The value obtained for the relative energy (zero: lowest compared OMol25 entry of this formula, charge and spin) is 0.0 kcal per mole. The calculated total energy is -7929.92436 Eh. Its expectation value of S² is 0.834. The net charge is -1.

Last column: Mulliken spin population.
Geometry (Å):
H 1.0364 1.3979 -3.4467  -0.001
H -3.5785 -4.8524 -2.5712  0.000
C -0.4221 1.7063 3.0317  -0.013
C -0.4156 -3.8819 1.7764  -0.007
C -0.5436 -6.4233 2.9233  -0.003
H -4.2490 2.1474 -1.2358  0.000
Si 3.4098 -0.2654 0.8469  -0.040
C 0.0208 -5.3656 3.6360  -0.002
C -2.1057 -1.8825 -1.8860  0.033
C -2.0369 3.1247 -0.7449  0.002
H 4.6517 -0.9161 -2.7065  0.000
H 0.5081 -3.2770 3.6134  -0.001
H -2.6266 3.6373 -1.5087  0.001
Si 1.8303 0.4530 -0.8121  0.039
H 1.4466 -2.9921 -0.8595  -0.003
S 0.3888 4.3278 2.6494  -0.003
C 0.1642 4.8193 5.1446  -0.001
H -5.5999 -3.4687 -2.3179  0.000
C 3.4986 3.4586 0.0515  0.000
H 5.0115 -1.4642 -0.6928  0.001
H -0.0918 -1.1444 -3.7640  -0.001
H -0.9772 -1.9845 6.0297  0.000
H 1.2887 1.9855 -5.8096  0.000
C 3.8185 1.0147 2.1658  0.001
Si 2.5832 2.6615 -1.3821  -0.027
H -3.1595 2.1738 -3.6934  0.001
C 3.8049 2.5364 -2.8147  0.000
H 3.6927 -1.9323 2.6092  0.000
H -2.1196 -0.2309 4.4355  0.000
H 3.3299 2.1778 -3.7296  -0.001
C -0.1177 -1.4731 0.7273  0.073
S 1.4376 0.1971 4.5131  0.001
H 3.7829 -0.0438 -3.9673  0.001
C -3.1232 0.3614 -1.5332  -0.039
H 1.6291 -1.6693 6.0729  0.000
C -0.1637 0.5699 4.0244  -0.001
C -4.5184 -1.6449 -1.9239  0.004
H 5.7912 -0.7582 0.7254  -0.002
C -2.5467 0.8296 1.8614  0.013
H 5.3746 0.2696 -0.6512  0.002
H 2.9669 1.6395 2.4322  -0.002
H 4.1975 3.5388 -3.0160  0.000
C -0.0831 3.0405 3.6773  0.004
H -0.4253 2.7707 5.7812  0.000
Ge -1.3956 1.3850 -1.4410  -0.008
Ni -0.1126 0.4421 0.3835  1.051
H -1.4977 -7.0332 1.0999  0.000
H 0.8633 3.8598 -2.8228  -0.001
H 3.9163 -1.7983 -4.0514  -0.001
C -1.0559 -0.2751 4.6193  -0.006
H -1.1323 -1.4532 -1.6980  -0.033
H -2.0117 0.1258 1.2239  0.025
N -0.6486 -8.7852 3.9792  -0.002
H 1.9805 -1.8145 2.1671  -0.005
Si 2.1364 -1.2050 -2.4781  -0.011
H 4.6482 1.8797 -2.5922  0.000
C -1.9227 1.6729 2.7278  0.008
C -5.5652 0.4915 -1.5645  0.000
H 2.1635 -3.6702 -2.3377  0.000
H 4.1416 0.4809 3.0632  -0.001
C 2.2421 -2.8684 -1.5973  0.003
C 0.9148 -1.0817 5.5178  0.000
C -2.0416 2.4687 -5.4848  -0.001
C -1.0745 1.7527 -3.3687  0.022
C 0.1605 1.7035 -4.0067  -0.015
C -2.1728 2.1380 -4.1434  0.008
C -2.2204 -3.2100 -2.1812  0.005
H -6.4508 1.1099 -1.4753  0.000
H 4.6397 1.6570 1.8494  0.000
C -0.4384 -1.2260 5.4789  0.001
C 0.9407 -1.4420 -3.9201  0.001
H -1.2070 3.7676 -0.4639  -0.001
S -3.0767 2.6176 3.5771  0.000
C 1.3358 3.9836 -1.8522  0.006
H 0.9526 -2.5090 -4.1626  0.000
H 3.1985 -2.9844 -1.0823  0.000
C -5.6811 -0.8433 -1.8047  -0.005
C -3.9635 0.9276 1.8845  0.000
H -1.3261 -3.8151 -2.2725  0.000
H 0.5527 4.0743 -1.1026  -0.006
H -6.6533 -1.3109 -1.9146  0.000
H -2.6467 2.9718 0.1460  -0.001
H 0.7744 6.4449 3.8048  0.000
H -0.6847 2.6784 -7.1394  0.000
H 2.9416 3.3697 0.9839  0.000
C -0.6028 -7.7356 3.5102  0.003
H -5.4046 2.1612 2.9898  0.000
H -4.6197 0.3404 1.2593  0.000
H 0.4077 -5.5352 4.6322  0.000
H 3.6072 4.5236 -0.1763  0.000
O 0.3385 1.5772 1.8850  -0.001
C -0.1574 3.4426 4.9768  -0.001
H -2.9141 2.7613 -6.0568  0.000
C 0.3093 2.0354 -5.3474  -0.005
H 1.8935 4.9258 -1.8587  0.000
C -4.2867 1.0843 -1.4345  -0.008
C 3.7862 -0.9540 -3.3656  -0.003
C 2.9937 -1.8433 1.7712  0.007
C -0.9910 -4.9504 1.0793  -0.002
C 0.4732 5.4214 3.9625  0.000
H 0.1781 5.3292 6.0977  0.000
H 1.2998 -0.9003 -4.7962  0.000
C 0.0807 -4.1084 3.0677  0.003
C 5.0410 -0.5818 -0.0536  -0.009
C -0.3172 -2.5787 1.2003  -0.033
C -3.4929 -3.7963 -2.3455  -0.001
H -1.3932 -4.7728 0.0922  -0.001
C -4.3900 1.8628 2.7787  0.000
C -1.0532 -6.2101 1.6436  -0.002
C -4.6144 -3.0305 -2.2054  -0.001
C -3.2411 -1.0457 -1.7748  -0.011
H 3.0844 -2.7350 1.1490  0.000
C -0.7939 2.4212 -6.0928  0.001
H 4.4951 3.0460 0.2019  -0.001